Below is C46H56BrGdN5OSeSi as an isolated structure at a distorted geometry, with properties calculated with ωB97M-V/def2-TZVPD.

multiplicity: 8
expectation value of S²: 16.300
highest occupied orbital energy (alpha / beta): -0.2884 / -0.3092 hartree
E_tot: -8165.88357 Eh
total charge: +1

Last column: Löwdin charge in e.
CARTESIAN COORDINATES (ANGSTROEM)
1 Gd -7.4815 -10.9093 21.1216  1.3750
2 O -5.7448 -11.9120 22.6662  -0.2062
3 C -4.9994 -13.0707 22.1256  -0.1818
4 C -3.9171 -12.5602 21.1895  -0.1638
5 C -4.4408 -11.9206 19.9304  -0.1557
6 C -5.4417 -12.6473 19.0870  -0.2922
7 C -5.0383 -13.7420 18.3303  -0.0038
8 C -5.9150 -14.3296 17.4120  -0.0225
9 C -7.1902 -13.7757 17.2997  -0.0305
10 C -7.5520 -12.7028 18.1204  -0.1136
11 N -6.7174 -12.2102 19.0777  -0.0224
12 H -6.3129 -12.1937 23.4355  0.1082
13 H -5.7318 -13.6901 21.5712  0.1100
14 H -4.5685 -13.6141 22.9764  0.1348
15 H -3.3317 -13.4424 20.8996  0.1271
16 H -3.2325 -11.9115 21.7311  0.1284
17 H -3.5883 -11.6638 19.2830  0.1407
18 H -4.8893 -10.9624 20.2464  0.0676
19 H -4.0261 -14.1514 18.4639  0.1304
20 H -5.5950 -15.1238 16.7586  0.1139
21 H -7.9043 -14.1735 16.6272  0.1024
22 H -8.5054 -12.2018 17.9580  0.0655
23 C -8.9618 -7.2124 23.3950  -0.0793
24 C -9.3999 -7.7276 24.6172  -0.0793
25 C -9.6393 -9.0813 24.7203  -0.0435
26 C -9.3517 -9.9974 23.6834  -0.2225
27 C -8.9497 -9.4508 22.4624  -0.2399
28 C -8.9136 -8.0787 22.3008  -0.1802
29 C -9.2403 -11.4416 23.9429  -0.1942
30 C -9.4680 -11.9740 25.2244  0.0070
31 C -9.4225 -13.3382 25.4086  0.0090
32 C -9.0782 -14.1859 24.3387  -0.1441
33 C -8.9696 -15.5668 24.5247  -0.0315
34 C -8.6556 -16.3845 23.4523  -0.0694
35 C -8.4351 -15.8460 22.1769  -0.0587
36 C -8.4436 -14.4720 21.9627  -0.0702
37 C -8.7677 -13.5709 23.0127  -0.1978
38 N -8.7730 -12.2050 22.8906  -0.0018
39 H -8.6951 -6.1746 23.2879  0.0982
40 H -9.5061 -7.0875 25.4720  0.1000
41 H -9.9171 -9.4528 25.6892  0.0895
42 H -8.7698 -7.6618 21.3006  0.0500
43 H -9.5597 -11.3219 26.0727  0.1033
44 H -9.6915 -13.7721 26.3764  0.1291
45 H -9.1277 -16.0029 25.5305  0.1298
46 H -8.6342 -17.4476 23.5868  0.1017
47 H -8.2701 -16.5172 21.3371  0.1149
48 H -8.1962 -14.1088 20.9788  0.0758
49 C -9.2827 -10.7636 14.6754  -0.1127
50 C -9.7401 -9.3351 14.4924  -0.2583
51 C -8.6077 -8.3527 14.1248  -0.1712
52 C -7.7163 -7.9995 15.3396  -0.1382
53 N -8.2933 -6.9971 16.2627  -0.0064
54 C -8.8446 -7.1923 17.4996  -0.6216
55 Se -9.0236 -8.8207 18.3724  0.6959
56 N -9.3125 -5.9930 17.9738  -0.0121
57 C -10.1877 -5.7601 19.1248  -0.1512
58 C -11.6962 -5.7287 18.8124  -0.1728
59 C -12.2711 -7.0875 18.3930  -0.2786
60 C -13.7817 -7.1413 18.1938  -0.1050
61 C -9.1012 -5.0226 16.9611  -0.1458
62 C -9.5970 -3.7376 16.8752  -0.0044
63 C -9.4756 -3.1092 15.6398  -0.0808
64 C -8.7222 -3.6735 14.6263  -0.0732
65 C -8.1920 -4.9775 14.7266  -0.0049
66 C -8.4461 -5.6231 15.9015  -0.1527
67 H -10.1648 -11.4193 14.6514  0.0787
68 H -8.7954 -10.9584 15.6154  0.0345
69 H -8.5947 -11.0893 13.8854  0.0787
70 H -10.2140 -8.9430 15.4252  0.0943
71 H -10.5215 -9.2497 13.7334  0.1077
72 H -9.0039 -7.4172 13.7244  0.0992
73 H -8.0100 -8.8255 13.3344  0.1159
74 H -6.7682 -7.6014 15.0051  0.1159
75 H -7.5318 -8.8987 15.9560  0.0860
76 H -9.8460 -4.8100 19.5882  0.1336
77 H -9.9764 -6.5787 19.8312  0.0762
78 H -11.8801 -4.9553 18.0607  0.1033
79 H -12.2007 -5.3724 19.7283  0.1259
80 H -11.9644 -7.8363 19.1296  0.0918
81 H -11.7817 -7.4461 17.4889  0.0866
82 H -14.3448 -7.0799 19.1256  0.0717
83 H -14.0126 -8.1191 17.7459  0.0721
84 H -14.1751 -6.3884 17.4890  0.0787
85 H -10.1769 -3.2824 17.6855  0.1202
86 H -9.9369 -2.1403 15.4425  0.1137
87 H -8.6401 -3.0913 13.7204  0.1053
88 H -7.5986 -5.4271 13.9022  0.1297
89 Br -3.4037 -8.1665 17.7646  0.7807
90 C -4.3615 -8.2472 19.3901  -0.6618
91 C -3.7227 -7.7724 20.5743  -0.0563
92 C -4.4507 -7.7818 21.7782  -0.0232
93 C -5.6913 -8.3715 21.7937  -0.1296
94 N -6.2451 -8.9454 20.7060  -0.1131
95 C -5.6517 -8.7187 19.4996  -0.2040
96 H -2.7336 -7.4004 20.4682  0.0939
97 H -4.0790 -7.3374 22.6994  0.1215
98 H -6.3079 -8.2770 22.6712  0.1092
99 H -6.2525 -8.9878 18.6418  0.0486
100 C -11.3526 -11.6292 18.1453  -0.2621
101 Si -10.7669 -12.0903 19.9460  0.5894
102 C -10.8549 -14.0260 19.9571  -0.2493
103 C -12.2123 -11.5311 21.1534  -0.2294
104 H -12.3800 -11.9753 18.0663  0.0202
105 H -10.7620 -12.1489 17.3934  0.0007
106 H -11.3337 -10.5787 17.9448  -0.0471
107 H -11.7387 -14.2902 19.3917  0.0189
108 H -11.0197 -14.3436 21.0057  0.0223
109 H -10.0020 -14.5478 19.5514  -0.0049
110 H -13.1348 -11.5510 20.5485  0.0170
111 H -12.1528 -10.5229 21.5842  0.0089
112 H -12.3591 -12.2475 21.9799  0.0160

Below is a 5-piece molecular cluster, C46H57BrClN7O5P2S4 overall at a distorted geometry, with properties calculated with ωB97M-V/def2-TZVPD.

SMILES: CCOCCOc1ccc2c(c1[PH2]=S)N(P(O)Br)c1c(CCCC(=O)O)cc(CCCSC(=S)n3ccnc3)c(C[C@@H](C)Cl)c1S2.c1cc[nH]c1.c1cc[nH]c1.c1cc[nH]c1.c1cc[nH]c1
highest occupied orbital energy: -0.3012 hartree
E_tot: -7855.13421 Eh

Last column: Löwdin charge in e.
CARTESIAN COORDINATES (ANGSTROEM)
1 C -7.7309 -0.8363 2.5274  -0.0996
2 C -7.0873 0.7000 2.6152  -0.2533
3 O -6.2782 0.9111 3.8299  -0.2084
4 C -4.9558 1.4879 3.4964  -0.1768
5 C -4.1054 1.9393 4.8231  -0.1565
6 O -3.0906 2.9786 4.5938  -0.1733
7 C -2.2963 2.7341 3.3805  -0.1481
8 C -2.7430 3.6075 2.0261  0.0094
9 C -1.9206 3.4443 0.6169  -0.0478
10 C -0.6297 2.4078 0.6141  -0.3639
11 C -0.1125 1.5186 1.8873  -0.2172
12 C -0.9853 1.6984 3.3029  -0.1936
13 P -0.4959 0.7577 4.9079  0.3671
14 S -1.4884 -0.9003 5.1912  0.1785
15 N 1.0786 0.5960 1.9407  -0.3101
16 P 2.4872 1.5508 2.5175  0.6328
17 O 3.7340 0.4594 3.1488  -0.4073
18 Br 3.5323 2.6512 0.8181  0.3042
19 C 1.4164 -0.0389 0.6152  -0.1886
20 C 2.1836 -1.5247 0.6625  -0.0459
21 C 2.5442 -2.3297 2.0437  -0.1942
22 C 1.8135 -3.7865 2.2148  -0.1795
23 C 2.5686 -5.0312 1.4458  -0.1180
24 C 1.4767 -5.8546 0.4909  -0.2697
25 O 0.3680 -6.2952 1.1353  -0.0382
26 O 1.6753 -6.1532 -0.9356  -0.0023
27 C 2.6352 -2.2603 -0.7704  0.0488
28 C 2.3908 -1.6074 -2.2528  -0.0967
29 C 2.8147 -2.2328 -3.6976  -0.1773
30 C 4.1896 -1.6793 -4.3652  -0.2558
31 C 4.9261 -0.4306 -3.6250  -0.4341
32 S 5.6902 0.6309 -5.0199  0.7754
33 C 4.3450 1.9379 -5.3213  -0.9239
34 S 3.4155 1.8815 -6.7849  0.5987
35 N 4.0193 3.0824 -4.3886  -0.1576
36 C 3.6829 3.1217 -2.9133  -0.0751
37 C 3.3518 4.6478 -2.3731  -0.0929
38 N 3.5007 5.5278 -3.5985  -0.0224
39 C 3.8922 4.5775 -4.7502  -0.0752
40 C 1.5937 -0.1372 -2.2881  -0.1257
41 C 1.3076 0.5710 -3.7622  -0.1986
42 C -0.0834 -0.1016 -4.3374  -0.6422
43 C -0.9222 -0.9636 -3.2233  -0.1413
44 Cl -1.1729 1.2329 -5.1077  0.4671
45 C 1.1596 0.5789 -0.8792  -0.3414
46 S 0.3103 2.2733 -1.0251  0.7980
47 H -8.4866 -0.9519 1.6331  0.0860
48 H -6.7904 -1.5572 2.4159  0.0724
49 H -8.2307 -1.1124 3.5759  0.0889
50 H -7.9991 1.4626 2.5230  0.1291
51 H -6.4238 0.8845 1.6583  0.1083
52 H -5.1709 2.4863 2.8810  0.1316
53 H -4.2950 0.8066 2.8088  0.1365
54 H -3.6131 1.0476 5.4151  0.0909
55 H -4.8990 2.4151 5.5775  0.1559
56 H -3.6467 4.3758 2.0461  0.1208
57 H -2.1923 4.0265 -0.3841  0.1143
58 H 0.9210 0.3826 4.9153  -0.0477
59 H -0.6311 1.7142 6.0129  0.0169
60 H 4.3734 0.2130 2.3933  0.0625
61 H 2.2179 -1.6605 2.9771  0.1066
62 H 3.7139 -2.4622 2.0852  0.1225
63 H 0.6699 -3.8043 1.9419  0.1319
64 H 1.8647 -4.0492 3.3783  0.1311
65 H 3.5485 -4.7347 0.8779  0.0981
66 H 2.9004 -5.8262 2.2719  0.1369
67 H 2.6683 -6.2516 -1.0531  0.1160
68 H 3.1914 -3.3155 -0.7420  0.0862
69 H 1.9237 -2.0679 -4.4537  0.0999
70 H 2.8909 -3.4136 -3.5515  0.1280
71 H 3.9856 -1.4160 -5.4913  0.0945
72 H 4.9722 -2.5798 -4.3815  0.1263
73 H 4.2373 0.3091 -3.0403  0.0553
74 H 5.8596 -0.8145 -3.0054  0.1030
75 H 3.6127 2.2107 -2.1833  0.0524
76 H 3.0425 5.0241 -1.3050  0.0873
77 H 4.0218 5.0837 -5.7967  0.1209
78 H 2.1735 0.3442 -4.5524  0.0841
79 H 1.2264 1.7412 -3.7137  0.0888
80 H 0.1981 -0.8329 -5.2102  0.0829
81 H -1.9677 -1.2429 -3.7260  0.0897
82 H -0.3933 -1.9955 -2.9860  0.0991
83 H -1.1929 -0.3552 -2.2453  0.0872
84 N 0.5157 -2.2012 -7.8841  -0.0042
85 C -0.7090 -2.5205 -8.4102  -0.1381
86 C -0.7641 -3.8881 -8.5608  -0.1118
87 C 0.4686 -4.4127 -8.1040  -0.1137
88 C 1.2387 -3.3493 -7.6892  -0.1511
89 H 0.8356 -1.2651 -7.6721  0.1377
90 H -1.4339 -1.7491 -8.6331  0.1078
91 H -1.6021 -4.4477 -8.9558  0.0928
92 H 0.7626 -5.4540 -8.0797  0.0920
93 H 2.2371 -3.3113 -7.2744  0.0992
94 N -5.2367 -0.6078 -2.0560  -0.0004
95 C -4.8004 -0.6675 -0.7581  -0.1514
96 C -5.1639 -1.8916 -0.2427  -0.1204
97 C -5.8380 -2.5973 -1.2678  -0.1101
98 C -5.8661 -1.7823 -2.3772  -0.1417
99 H -5.1129 0.1793 -2.6795  0.1467
100 H -4.2714 0.1646 -0.3131  0.0986
101 H -4.9640 -2.2392 0.7625  0.0884
102 H -6.2573 -3.5931 -1.2037  0.0928
103 H -6.2801 -1.9366 -3.3647  0.1054
104 N 0.9481 -1.8014 7.1516  -0.0121
105 C 1.3326 -2.9861 7.7237  -0.1366
106 C 2.6902 -2.9300 7.9473  -0.1198
107 C 3.1393 -1.6647 7.4997  -0.1165
108 C 2.0424 -0.9873 7.0160  -0.1665
109 H 0.0045 -1.5646 6.8739  0.0005
110 H 0.6094 -3.7662 7.9207  0.1072
111 H 3.2918 -3.7152 8.3865  0.0891
112 H 4.1535 -1.2878 7.5279  0.0897
113 H 1.9474 0.0012 6.5868  0.0708
114 N -0.2352 5.6771 2.7637  0.0088
115 C -0.1962 6.8225 2.0121  -0.1433
116 C 0.3676 7.8166 2.7803  -0.1177
117 C 0.6851 7.2492 4.0374  -0.1170
118 C 0.3049 5.9264 3.9985  -0.1398
119 H -0.6040 4.7869 2.4552  0.0779
120 H -0.5734 6.8326 0.9983  0.1017
121 H 0.5334 8.8397 2.4684  0.0904
122 H 1.1426 7.7513 4.8801  0.0904
123 H 0.3712 5.1436 4.7423  0.1022